The following is a DFT calculation (ωB97M-V with the def2-TZVPD basis set) of 2 unconnected molecules or ions with the total composition C6H11O at a distorted geometry.

Values from the calculation:
Energy = -8440.93428 eV
E_LUMO = 1.58 eV
Total charge = -1
Orbital gap = 4.0 eV
Relative energy (zero: lowest compared OMol25 entry of this formula, charge and spin) = 572.8 kJ/mol

Geometry as XYZ:
```
18
C6H11O ωB97M-V with the def2-TZVPD basis set
C -0.70223 2.42554 0.53891
O -0.23821 3.39259 1.31969
C 0.25007 1.19752 0.35260
C -0.34710 0.12991 -0.58015
C 0.20741 -1.24316 -0.26866
C -0.06831 -2.33745 -1.01109
C 0.61336 -3.62299 -0.62435
H -1.66573 1.92814 0.93610
H -0.94795 2.83123 -0.50979
H 0.42426 0.74817 1.33568
H 1.19981 1.59477 0.00518
H -0.16694 0.35738 -1.64700
H -1.39949 0.06002 -0.38103
H 1.93899 -0.70049 -0.05815
H 0.70664 -1.27556 0.77901
H 1.64939 -3.71549 -0.99547
H 0.61065 -3.69197 0.47507
H 0.08735 -4.53372 -0.92048
```

Here is what natural (NBO) gives for the atomic charges, in e: atom 1 (C): 0.023, atom 2 (O): -0.929, atom 3 (C): -0.444, atom 4 (C): -0.451, atom 5 (C): -0.425, atom 6 (C): 0.063, atom 7 (C): -0.723, atom 8 (H): 0.047, atom 9 (H): 0.059, atom 10 (H): 0.173, atom 11 (H): 0.198, atom 12 (H): 0.201, atom 13 (H): 0.219, atom 14 (H): 0.090, atom 15 (H): 0.267, atom 16 (H): 0.219, atom 17 (H): 0.213, atom 18 (H): 0.199